No. 1
Density functional theory data (the ωB97M-V functional and the def2-TZVPD basis) for a molecular structure, C21H19N10O10Ru at a distorted geometry.

XYZ file:
```
61
Properties=species:S:1:pos:R:3:forces:R:3:mulliken_charge:R:1
Ru 0.484 -0.157 0.445 -0.3 -0.1 -0.2 0.883
C 2.313 -2.568 -5.692 0.0 0.0 0.0 -0.792
O 0.926 -2.827 -5.541 0.0 0.0 0.0 -0.456
C 0.306 -2.348 -4.445 0.1 0.0 -0.1 0.889
C -1.065 -2.640 -4.352 0.0 0.0 0.0 -1.164
C -1.765 -2.175 -3.276 0.0 0.0 0.0 -0.872
C -1.174 -1.415 -2.242 0.0 0.1 0.3 -0.089
C -2.001 -0.878 -1.165 0.3 -0.2 -0.3 0.844
C -3.461 -1.210 -1.033 0.0 0.1 -0.1 -1.513
O -1.566 -0.143 -0.265 0.2 0.5 0.2 0.261
C 0.225 -1.153 -2.338 -0.2 0.2 0.0 0.640
O 0.933 -0.453 -1.476 0.0 -0.7 0.2 -0.416
C 0.937 -1.617 -3.459 -0.1 0.0 0.0 -0.415
H 2.608 -3.043 -6.623 0.0 0.0 0.0 0.237
H 2.883 -3.001 -4.867 0.0 0.0 0.0 0.326
H 2.507 -1.495 -5.751 0.0 0.0 0.0 0.330
H -1.534 -3.213 -5.138 0.0 0.0 0.0 0.451
H -2.820 -2.395 -3.229 0.0 0.0 0.0 0.250
H -3.928 -1.629 -1.916 0.0 0.0 0.0 0.439
H -3.991 -0.309 -0.729 0.0 0.0 0.0 0.330
H -3.546 -1.930 -0.216 0.0 0.0 0.0 0.301
H 1.985 -1.366 -3.512 0.0 0.0 0.0 0.390
O -0.741 -2.267 3.751 -0.1 0.0 0.2 -0.677
C -0.776 -1.392 2.914 -0.1 0.1 -0.3 0.124
O -0.108 -1.500 1.790 0.1 -0.3 -0.4 -0.715
C -1.653 -0.182 3.096 0.0 0.1 -0.1 0.429
C -2.699 -0.309 3.979 0.0 0.0 -0.1 -0.508
C -3.594 0.741 4.150 0.0 0.0 0.1 -0.488
C -3.470 1.910 3.440 0.0 -0.1 0.0 -0.256
C -2.403 2.060 2.572 0.0 0.0 0.0 -0.236
C -1.415 1.045 2.398 0.0 -0.3 0.2 0.831
O -0.346 1.232 1.707 0.1 -0.1 0.0 -1.002
N -2.374 3.326 1.842 0.3 0.1 0.4 0.950
O -3.377 4.011 1.857 -0.2 0.0 -0.2 -0.652
O -1.337 3.676 1.303 0.1 -0.1 -0.3 -0.608
N -4.699 0.603 5.097 0.0 0.0 -0.1 1.054
O -5.453 1.548 5.232 0.0 0.1 0.0 -0.641
O -4.803 -0.451 5.691 0.0 -0.1 0.1 -0.634
H -2.811 -1.233 4.527 0.0 0.0 0.0 0.619
H -4.189 2.706 3.559 0.0 0.0 0.0 0.635
N 4.673 -2.532 2.749 -0.1 -0.1 -0.1 -0.591
N 3.913 -2.005 1.722 0.0 0.0 0.0 1.172
N 4.267 -2.121 0.461 -0.1 0.0 0.0 -0.983
C 3.222 -1.579 -0.148 -0.1 -0.2 -0.1 -0.279
N 2.297 -1.187 0.733 0.4 0.7 0.7 0.632
N 2.765 -1.457 1.940 0.0 0.0 -0.1 -0.619
H 5.648 -2.430 2.491 0.0 0.1 0.1 0.291
H 4.433 -2.030 3.597 0.1 0.0 0.0 0.303
H 3.108 -1.488 -1.212 0.0 0.1 0.0 0.549
N 0.690 4.966 -0.924 0.0 0.0 -0.1 -0.443
C 1.477 3.901 -0.616 0.0 0.0 0.0 0.037
C 0.885 2.640 -0.398 0.0 0.0 0.1 -0.165
N 1.603 1.607 -0.018 -0.2 0.1 -0.4 0.893
C 2.937 1.767 0.084 -0.1 0.0 0.1 -0.486
C 3.501 2.987 -0.206 0.0 0.0 0.0 -0.537
N 2.791 4.063 -0.548 0.0 0.0 0.0 -0.633
H -0.278 4.927 -0.646 0.0 0.0 0.1 0.246
H 1.136 5.867 -0.904 0.0 0.0 0.0 0.276
H -0.179 2.501 -0.501 -0.1 0.0 0.1 0.533
H 3.528 0.930 0.409 0.0 0.0 0.0 0.360
H 4.576 3.113 -0.148 0.0 0.0 0.0 0.363
```
Forces are in eV/Å.

Properties
Spin multiplicity = 2

No. 2
Density functional theory data (the ωB97M-V functional and the def2-TZVPD basis) for a single C21H19NO3 molecule at a distorted geometry.

XYZ file:
```
44
Properties=species:S:1:pos:R:3:forces:R:3:mulliken_charge:R:1
C -0.371 -2.681 -2.492 1.1 0.5 -0.4 -1.403
C -0.514 -1.159 -2.778 1.4 0.0 0.5 -0.163
C -1.283 -0.247 -1.589 -1.9 -2.1 -3.3 0.280
C -1.773 1.111 -2.082 1.0 0.4 0.1 0.411
C -2.733 1.256 -3.104 -0.2 0.7 0.6 -0.294
C -3.203 2.542 -3.431 -0.1 0.7 -0.1 -0.633
C -2.819 3.698 -2.713 0.9 -0.3 0.1 -0.486
C -1.775 3.556 -1.760 0.0 0.1 -0.5 -0.516
C -1.179 2.291 -1.545 -0.3 0.6 0.0 -0.560
C -0.851 -0.391 -0.161 0.5 0.1 1.5 0.466
C -0.266 -1.598 0.265 -0.2 0.3 -0.2 -0.534
C 0.146 -1.887 1.548 -0.1 0.9 0.5 -1.105
C 0.025 -0.874 2.485 0.3 0.4 0.9 0.053
O 0.500 -1.119 3.802 0.1 0.6 -0.4 -0.526
C 1.842 -0.725 4.011 -0.2 -0.6 -1.1 0.538
C 2.175 0.636 4.036 -0.3 -1.2 0.1 -0.345
C 3.520 0.975 4.095 -0.1 -0.4 0.1 -0.522
C 4.499 -0.028 4.077 0.2 0.0 0.1 -0.402
C 4.151 -1.392 4.019 0.0 0.4 0.2 -0.413
C 2.802 -1.756 3.997 0.0 0.6 0.0 -0.289
C -0.560 0.374 2.162 0.4 -0.9 0.6 -0.355
C -1.053 0.595 0.873 0.2 -0.2 -0.4 -0.395
N -1.109 -1.076 -4.242 1.3 1.8 -0.6 0.882
O -0.734 -0.011 -4.807 -1.5 -2.8 0.7 -0.512
O -1.702 -2.033 -4.771 1.0 2.3 1.4 -0.574
H 0.493 -2.740 -1.792 -0.8 -0.4 -0.7 0.568
H -1.299 -3.178 -2.079 1.1 0.5 -0.7 0.298
H 0.035 -3.136 -3.436 -0.9 0.1 0.9 0.481
H 0.448 -0.644 -2.828 0.1 -0.6 -0.8 0.489
H -1.996 -1.061 -1.875 -1.7 1.4 1.8 0.371
H -3.155 0.396 -3.643 0.3 0.4 0.4 0.372
H -3.870 2.699 -4.298 0.2 -0.4 0.7 0.338
H -3.201 4.728 -2.963 0.3 -1.4 0.3 0.320
H -1.392 4.467 -1.230 -0.3 -1.1 -0.6 0.316
H -0.226 2.282 -0.952 -1.3 -0.3 -0.5 0.559
H -0.096 -2.394 -0.419 -0.3 0.1 0.1 0.154
H 0.586 -2.854 1.778 -0.1 0.3 0.1 0.392
H 1.354 1.345 3.961 0.4 0.1 0.2 0.249
H 3.762 2.030 4.167 0.3 -0.1 -0.1 0.356
H 5.552 0.277 4.115 -0.5 -0.3 0.0 0.343
H 4.931 -2.168 3.998 -0.4 0.5 0.0 0.338
H 2.488 -2.805 3.905 0.1 0.6 0.1 0.410
H -0.585 1.136 2.979 -0.3 -0.7 -1.0 0.464
H -1.566 1.560 0.717 0.4 -0.8 -0.2 0.583
```
Forces are in eV/Å.

Properties
SMILES = C[C@H]([C@H](c1ccccc1)c1ccc(Oc2ccccc2)cc1)[N+](=O)[O-]

No. 3
Density functional theory data (the ωB97M-V functional and the def2-TZVPD basis) for a molecular structure, C21H20AsClN6O6STi at a distorted geometry.

XYZ file:
```
57
Properties=species:S:1:pos:R:3:forces:R:3:mulliken_charge:R:1
Ti 0.189 0.114 -0.055 0.2 -1.4 1.6 -0.460
O 0.898 3.182 2.738 0.0 0.0 0.2 -0.678
As -0.621 2.959 1.826 0.1 -0.4 0.1 0.877
O -1.871 3.527 2.702 0.1 0.0 -0.2 -0.867
O -0.528 1.306 1.465 -0.1 0.8 -0.7 -0.187
C -0.078 4.224 0.413 -0.1 0.0 0.0 -0.527
C 0.682 5.315 0.822 -0.1 0.0 -0.1 -0.497
C 1.035 6.304 -0.089 0.1 0.1 0.2 -0.583
C 0.640 6.222 -1.412 -0.1 -0.2 -0.1 -0.444
C -0.109 5.129 -1.840 0.1 0.2 0.1 -0.532
C -0.461 4.156 -0.925 0.0 -0.3 0.0 0.242
S -1.286 2.670 -1.462 0.1 0.4 0.6 1.547
O -1.670 2.807 -2.840 0.1 0.1 -0.2 -0.712
O -2.343 2.457 -0.504 0.0 -0.1 -0.2 -0.692
O -0.150 1.708 -1.277 -0.1 -0.2 -0.4 -0.283
H 1.015 2.399 3.292 0.1 0.0 -0.1 0.298
H 0.996 5.381 1.855 0.0 0.0 0.0 0.474
H 1.631 7.147 0.244 0.0 0.0 0.0 0.352
H 0.921 6.995 -2.118 0.0 0.0 0.0 0.371
H -0.416 5.020 -2.872 0.0 0.0 0.0 0.475
N 3.054 1.815 0.639 0.1 0.0 0.0 -0.318
C 2.911 0.734 1.487 -0.1 0.2 0.0 0.305
N 3.854 0.625 2.416 0.0 0.0 0.0 -0.868
C 3.691 -0.460 3.227 0.1 0.0 0.0 0.357
N 4.722 -0.622 4.162 0.0 0.1 0.0 -0.545
N 2.709 -1.293 3.254 -0.1 0.0 -0.1 -0.705
C 1.704 -1.056 2.318 0.2 0.1 0.0 -0.675
N 1.869 -0.074 1.322 -0.4 -0.1 -0.3 0.729
C 0.517 -1.719 2.321 0.0 0.1 0.2 0.759
C 0.130 -2.631 3.370 0.0 -0.1 -0.2 -1.044
C -1.123 -3.118 3.417 -0.1 0.0 0.0 -0.280
C -2.075 -2.712 2.404 0.1 -0.1 0.1 -0.976
C -1.659 -1.890 1.412 0.1 0.0 -0.1 -0.385
N -0.388 -1.405 1.285 0.5 0.5 -0.6 1.097
H 3.583 2.550 1.080 0.0 0.0 0.0 0.339
H 2.213 2.146 0.193 -0.1 0.0 0.0 0.039
H 5.589 -0.227 3.834 0.0 0.0 0.0 0.256
H 4.797 -1.576 4.476 0.0 0.0 0.0 0.266
H 0.874 -2.876 4.116 0.0 0.0 0.0 0.404
H -1.421 -3.792 4.214 0.0 0.0 0.0 0.351
H -3.103 -3.047 2.419 0.0 0.0 0.0 0.384
H -2.350 -1.588 0.634 0.0 0.0 0.0 0.392
C -2.355 -2.978 -3.112 0.0 0.0 0.0 -0.346
C -1.289 -3.439 -2.344 -0.1 0.0 -0.1 -0.848
C -0.599 -2.572 -1.512 0.2 0.0 0.1 0.238
C -0.905 -1.207 -1.415 -0.2 0.2 0.0 0.287
C -1.976 -0.778 -2.207 0.0 0.2 0.0 0.117
C -2.697 -1.638 -3.035 0.0 -0.1 0.0 -0.794
H -2.910 -3.655 -3.753 0.0 0.0 0.0 0.331
H -1.003 -4.486 -2.381 0.0 0.0 0.0 0.348
H 0.207 -2.971 -0.905 0.0 0.0 0.0 0.199
H -2.288 0.260 -2.200 0.0 0.0 0.0 0.097
H -3.527 -1.248 -3.616 0.0 0.0 0.0 0.394
Cl 2.800 -1.738 -1.160 -0.3 0.4 -0.2 -0.314
C 1.838 -0.178 -1.498 0.1 -0.5 0.3 -0.829
H 1.472 -0.304 -2.515 -0.1 0.0 0.0 0.509
H 2.610 0.589 -1.493 0.0 0.1 0.0 0.552
```
Forces are in eV/Å.

Properties
Net charge = -2

No. 4
Density functional theory data (the ωB97M-V functional and the def2-TZVPD basis) for a molecular structure, C21H20BCl5N4OTc at a distorted geometry.

XYZ file:
```
53
Properties=species:S:1:pos:R:3:forces:R:3:mulliken_charge:R:1
Tc -0.149 -0.208 0.546 0.2 0.4 0.0 -0.724
C -1.503 -2.973 2.267 0.0 0.0 0.0 -1.843
C -0.460 -1.903 2.213 0.1 -0.4 0.1 1.368
C -0.628 -0.660 2.824 -0.2 0.3 0.1 -0.775
C 0.403 0.324 2.846 0.1 0.0 0.2 0.710
C 0.227 1.590 3.615 -0.1 0.0 -0.1 -1.620
C 1.566 0.088 2.093 -0.4 0.3 0.1 -0.200
C 1.775 -1.151 1.436 0.0 -0.1 -0.1 1.507
C 3.052 -1.452 0.717 -0.1 0.0 0.0 -1.517
C 0.752 -2.114 1.518 0.2 -0.2 0.3 -1.339
H -1.301 -3.622 3.122 0.0 0.0 0.0 0.381
H -1.481 -3.590 1.372 0.0 0.0 0.0 0.380
H -2.500 -2.557 2.395 0.0 0.0 0.0 0.443
H -1.549 -0.442 3.349 0.0 0.0 0.0 0.717
H 0.678 1.456 4.602 0.0 0.0 0.0 0.410
H -0.826 1.829 3.754 0.0 0.0 0.0 0.373
H 0.728 2.422 3.124 0.0 0.0 0.0 0.344
H 2.294 0.886 1.999 0.0 -0.1 0.0 0.489
H 3.629 -2.161 1.315 0.0 0.0 0.1 0.389
H 3.652 -0.558 0.569 0.0 0.0 0.0 0.372
H 2.858 -1.928 -0.241 0.0 0.0 0.0 0.323
H 0.869 -3.033 0.958 0.0 0.0 0.0 0.602
B 0.702 3.058 0.177 0.0 0.4 -0.3 0.173
N -0.773 2.746 0.539 0.1 0.1 0.4 -0.388
C -1.754 3.607 0.759 -0.2 -0.1 0.0 -0.118
C -2.847 2.932 1.317 0.2 -0.1 -0.1 -1.163
C -2.430 1.624 1.420 -0.2 0.2 0.0 -0.805
N -1.163 1.517 0.948 0.3 -0.2 0.0 1.336
N 1.057 2.129 -1.010 0.2 -0.1 0.3 -0.525
C 1.831 2.405 -2.055 0.1 -0.1 -0.1 -0.166
C 2.280 1.215 -2.620 -0.1 0.0 0.1 -1.492
C 1.726 0.225 -1.829 0.0 0.3 -0.2 -0.384
N 0.985 0.790 -0.851 0.0 -0.1 -0.3 1.733
H 0.751 4.193 -0.192 0.0 0.0 0.0 -0.081
H 1.423 2.832 1.123 -0.1 -0.1 -0.1 -0.132
H -1.631 4.646 0.503 0.0 0.0 0.0 0.526
H -3.801 3.341 1.597 0.0 0.0 0.0 0.512
H -2.984 0.764 1.758 0.1 -0.1 0.0 0.543
H 2.031 3.428 -2.325 0.0 0.0 0.0 0.493
H 2.912 1.094 -3.481 0.0 0.0 0.0 0.520
H 1.797 -0.842 -1.935 0.1 0.0 0.0 0.532
Cl -1.959 -2.108 -6.268 0.0 0.0 0.1 -0.102
C -1.439 -1.952 -4.659 -0.1 0.0 -0.1 0.362
C -1.999 -0.958 -3.843 -0.1 0.2 0.1 -0.043
Cl -3.207 0.099 -4.426 0.1 -0.1 0.0 -0.132
C -1.557 -0.838 -2.538 -0.1 0.0 -0.2 0.945
Cl -2.164 0.325 -1.438 -0.1 -0.1 -0.1 -0.171
C -0.582 -1.691 -2.027 0.2 0.1 0.8 -1.595
O -0.226 -1.590 -0.740 -0.5 -0.3 -1.0 0.102
C -0.028 -2.688 -2.832 0.1 -0.2 -0.2 0.753
Cl 1.180 -3.711 -2.168 -0.1 0.1 0.0 -0.108
C -0.452 -2.815 -4.152 0.2 -0.1 0.2 0.210
Cl 0.232 -4.016 -5.145 0.0 0.0 0.0 -0.126
```
Forces are in eV/Å.

Properties
Spin multiplicity = 2
Net charge = +2

No. 5
Density functional theory data (the ωB97M-V functional and the def2-TZVPD basis) for a molecular structure, C21H20BrN2O5SW.

XYZ file:
```
51
Properties=species:S:1:pos:R:3:forces:R:3:mulliken_charge:R:1
W 0.594 -0.384 -0.307 -0.1 -0.1 0.2 1.395
C -1.182 4.307 2.405 0.0 0.0 0.0 -1.438
C -0.252 3.127 2.442 0.0 0.1 0.0 0.373
C 0.554 2.845 3.538 0.0 -0.1 0.0 -0.368
C 1.380 1.727 3.534 -0.1 0.1 0.0 -0.650
C 1.363 0.930 2.418 0.2 -0.3 -0.2 0.246
Br 2.419 -0.646 2.338 -0.1 0.1 0.0 -0.011
N 0.607 1.169 1.339 0.1 -0.1 -0.2 -0.263
C -0.185 2.257 1.365 0.0 0.0 0.0 -0.218
H -0.987 4.983 3.234 0.0 0.0 0.0 0.397
H -2.219 3.976 2.476 0.0 0.0 0.0 0.322
H -1.076 4.864 1.475 0.0 0.0 0.0 0.377
H 0.538 3.494 4.404 0.0 0.0 0.0 0.429
H 2.011 1.479 4.375 0.0 0.0 0.0 0.467
H -0.787 2.421 0.481 0.0 0.0 0.0 0.554
O -3.086 -5.811 1.966 0.0 0.0 0.0 -0.668
C -2.832 -4.862 2.712 0.1 0.1 -0.1 0.436
O -3.071 -4.581 3.892 0.0 0.0 0.0 -0.687
C -2.007 -3.739 1.991 -0.1 -0.1 0.0 0.278
C -1.777 -2.523 2.633 0.0 0.0 0.0 -0.957
C -1.041 -1.554 2.009 0.0 0.0 -0.1 0.044
N -0.528 -1.741 0.765 0.0 0.1 -0.1 0.242
C -0.765 -2.929 0.127 0.1 0.0 0.0 0.602
C -1.487 -3.932 0.706 -0.1 0.0 0.0 -0.710
C -0.131 -3.052 -1.232 0.0 0.1 0.1 0.168
O -0.195 -4.031 -1.909 0.0 0.0 -0.1 -0.586
O 0.536 -1.936 -1.580 0.0 -0.1 0.2 -0.290
H -2.182 -2.392 3.628 0.0 0.0 0.0 0.545
H -0.842 -0.599 2.474 0.0 0.0 0.0 0.560
H -1.666 -4.867 0.190 0.0 0.0 0.0 0.635
C 4.767 -0.533 -2.116 0.0 0.1 0.0 -1.070
S 3.147 -1.255 -2.045 -0.1 -0.1 0.0 0.527
C 2.550 -0.877 -3.674 0.0 0.0 0.0 -0.967
O 2.429 -0.211 -1.098 0.0 0.1 0.1 -0.517
H 5.359 -1.129 -2.810 0.0 0.0 0.0 0.452
H 5.191 -0.599 -1.117 0.0 0.0 0.0 0.389
H 4.692 0.502 -2.445 0.0 0.0 0.0 0.342
H 3.144 -1.464 -4.375 0.0 0.0 0.0 0.482
H 2.659 0.191 -3.859 0.0 0.0 0.0 0.337
H 1.512 -1.199 -3.707 0.0 0.0 0.0 0.294
C -2.177 2.364 -3.136 0.0 0.0 0.0 -0.481
C -2.775 1.267 -2.528 0.0 0.0 0.0 -0.768
C -2.038 0.447 -1.688 0.0 -0.1 0.1 -0.211
C -0.697 0.739 -1.417 0.1 0.2 -0.2 -0.177
C -0.107 1.860 -2.026 -0.1 0.0 0.1 -0.216
C -0.840 2.656 -2.893 0.0 0.0 0.0 -0.804
H -2.751 2.994 -3.803 0.0 0.0 0.0 0.420
H -3.815 1.038 -2.720 0.0 0.0 0.0 0.441
H -2.509 -0.420 -1.240 0.0 0.0 0.0 0.445
H 0.930 2.116 -1.824 0.0 0.0 0.0 0.407
H -0.375 3.510 -3.369 0.0 0.0 0.0 0.450
```
Forces are in eV/Å.

Properties
Spin multiplicity = 3
Net charge = +1

No. 6
Density functional theory data (the ωB97M-V functional and the def2-TZVPD basis) for a molecular structure, C21H20BrNO2STi.

XYZ file:
```
47
Properties=species:S:1:pos:R:3:forces:R:3:mulliken_charge:R:1
Ti 1.276 -0.912 0.641 0.5 0.1 0.3 0.269
O 1.274 0.858 0.074 -0.2 0.1 0.0 -0.395
N 2.164 1.442 -0.758 -0.2 -0.2 0.1 0.392
C 1.915 2.703 -1.170 0.2 -0.1 0.0 -0.186
C 2.813 3.300 -2.011 0.0 0.0 0.0 -0.730
C 3.944 2.582 -2.412 0.0 0.0 0.0 -0.126
C 4.150 1.290 -1.977 0.0 0.0 0.0 -0.836
C 3.224 0.695 -1.123 0.1 0.0 0.0 0.713
S 3.330 -0.920 -0.490 0.0 0.0 -0.1 -0.288
H 1.015 3.148 -0.775 0.0 0.0 0.0 0.494
H 2.632 4.311 -2.343 0.0 0.0 0.0 0.444
H 4.667 3.041 -3.073 0.0 0.0 0.0 0.430
H 5.018 0.727 -2.288 0.0 0.0 0.0 0.452
Br 1.989 -1.356 7.127 0.0 0.0 0.2 -0.066
C 1.926 -1.246 5.274 0.0 0.0 -0.2 0.102
C 2.417 -0.097 4.642 0.0 -0.1 0.0 -0.636
C 2.368 -0.001 3.268 0.0 -0.1 0.1 -0.387
C 1.832 -1.060 2.516 -0.1 0.2 -0.3 0.917
C 1.358 -2.209 3.162 -0.2 -0.2 0.0 -0.368
C 1.392 -2.303 4.542 0.1 0.0 0.0 -0.713
H 2.832 0.703 5.239 0.0 0.0 0.0 0.444
H 2.748 0.893 2.789 0.0 0.0 0.0 0.384
H 0.949 -3.050 2.605 0.0 0.0 0.0 0.475
H 1.028 -3.187 5.047 0.0 0.0 0.0 0.457
C -4.633 1.917 -1.656 0.1 -0.1 0.0 -1.494
C -3.621 0.834 -1.465 -0.1 0.2 0.0 0.690
C -2.949 0.703 -0.240 0.0 0.0 0.0 -1.049
C -2.018 -0.281 -0.027 0.0 0.0 0.0 1.402
C -1.473 -0.431 1.376 -0.1 -0.2 0.0 -2.031
C -1.723 -1.180 -1.107 -0.1 0.0 -0.1 0.772
C -0.729 -2.157 -1.054 0.2 -0.2 0.2 -0.571
O 0.191 -2.259 -0.161 -0.2 0.2 0.0 -0.388
C -2.455 -1.094 -2.344 0.0 0.0 0.0 1.050
C -2.244 -2.059 -3.479 0.0 0.0 0.0 -1.918
C -3.370 -0.077 -2.493 0.1 -0.1 0.0 -0.794
H -4.755 2.523 -0.761 0.0 0.0 0.0 0.378
H -5.598 1.483 -1.924 0.0 0.0 0.0 0.386
H -4.337 2.568 -2.481 0.0 0.0 0.0 0.363
H -3.213 1.373 0.568 0.0 0.0 0.0 0.462
H -2.288 -0.252 2.078 0.1 0.1 0.0 0.598
H -0.711 0.312 1.653 0.0 0.0 -0.1 0.287
H -1.135 -1.441 1.607 0.0 0.0 0.0 0.440
H -0.675 -2.918 -1.829 -0.1 0.0 0.0 0.489
H -1.228 -2.022 -3.872 0.0 0.0 0.0 0.425
H -2.918 -1.813 -4.296 0.0 0.0 0.0 0.379
H -2.458 -3.086 -3.177 0.0 0.0 0.0 0.437
H -3.917 0.007 -3.423 0.0 0.0 0.0 0.440
```
Forces are in eV/Å.

Properties
Net charge = +2

Summary of E_tot in eV
-60036.346 -29712.054 -150642.978 -95581.977 -118015.460 -131664.599
(order as listed above)